The following is a quantum chemistry calculation of C6H12N2 in the gas phase, from the Open Molecules 2025 dataset.

Each line ends with the Mulliken charge.
Element x y z (Å)
C 1.114 -1.731 -1.444  -1.61
C 0.130 -0.853 -0.780  0.43
C -1.159 -0.959 -0.866  -0.21
C -1.797 0.111 0.004  -0.60
N -0.721 0.800 0.621  0.03
C -0.819 2.223 0.383  -0.87
N 0.535 0.166 0.227  -0.16
C 1.295 -0.222 1.490  -0.77
H 0.776 -2.054 -2.427  0.39
H 1.301 -2.598 -0.938  0.36
H 2.097 -1.301 -1.573  0.39
H -1.799 -1.614 -1.590  0.27
H -2.550 0.631 -0.586  0.36
H -2.277 -0.336 0.835  0.27
H 0.088 2.661 0.770  0.29
H -0.739 2.574 -0.710  0.30
H -1.819 2.673 0.677  0.32
H 0.639 -0.470 2.337  0.31
H 2.052 -1.107 1.341  0.28
H 1.972 0.710 1.787  0.21

Computed properties:
E_HOMO ... -7.5 eV
Kohn-Sham gap ... 8.587 eV
LUMO level ... 0.040 Eh
Net charge ... 0
Molecular weight ... 112.2 Da
SMILES ... CC1=CCN(C)N1C